Record 1
Density functional theory data (the ωB97M-V functional and the def2-TZVPD basis) for a structure of composition C71H88O2Si2.

Computed properties:
**LUMO energy**: 0.578 eV
**Orbital gap**: 0.3649 Ha

Cartesian coordinates (Å):
C1 3.912 1.725 -1.082
O1 3.077 2.260 -2.078
C2 1.731 2.521 -1.691
C3 1.359 3.950 -2.052
C4 0.636 4.136 -3.393
C5 -0.823 4.626 -3.375
C6 -1.752 4.127 -2.279
C7 -2.072 2.645 -2.356
C8 -3.180 2.211 -1.406
C9 -3.857 0.899 -1.758
C10 -2.952 -0.339 -1.727
C11 -2.778 -1.053 -3.076
Si1 -1.133 -0.967 -3.910
O2 -0.138 -2.134 -3.262
Si2 1.396 -2.284 -3.843
H1 3.448 0.882 -0.572
H2 4.187 2.476 -0.337
H3 4.813 1.374 -1.573
H4 1.625 2.353 -0.621
H5 1.104 1.808 -2.229
H6 2.326 4.445 -2.116
H7 0.829 4.431 -1.234
H8 1.192 4.871 -3.969
H9 0.712 3.210 -3.962
H10 -0.825 5.714 -3.382
H11 -1.276 4.329 -4.322
H12 -2.685 4.687 -2.344
H13 -1.342 4.353 -1.294
H14 -2.347 2.391 -3.383
H15 -1.165 2.082 -2.138
H16 -3.930 3.001 -1.369
H17 -2.766 2.086 -0.408
H18 -4.337 0.999 -2.732
H19 -4.659 0.747 -1.039
H20 -1.987 -0.081 -1.293
H21 -3.390 -1.056 -1.038
H22 -3.046 -2.103 -2.975
H23 -3.490 -0.642 -3.795
H24 -0.478 0.353 -3.765
H25 -1.293 -1.244 -5.360
H26 2.368 -2.087 -2.752
H27 1.626 -1.242 -4.873
H28 1.533 -3.609 -4.481
C12 3.496 7.210 0.697
C13 3.512 6.842 -0.641
C14 4.547 6.065 -1.137
C15 5.557 5.634 -0.291
C16 5.531 5.985 1.050
C17 4.510 6.785 1.544
H29 2.685 7.813 1.082
H30 2.710 7.155 -1.298
H31 4.562 5.778 -2.181
H32 6.355 5.010 -0.674
H33 6.311 5.634 1.715
H34 4.491 7.055 2.592
C18 -2.557 -5.394 0.599
C19 -1.948 -4.409 -0.168
C20 -1.767 -4.595 -1.533
C21 -2.174 -5.781 -2.126
C22 -2.784 -6.766 -1.361
C23 -2.982 -6.569 -0.002
H35 -2.694 -5.246 1.664
H36 -1.599 -3.490 0.288
H37 -1.299 -3.807 -2.111
H38 -2.029 -5.934 -3.188
H39 -3.110 -7.687 -1.826
H40 -3.459 -7.340 0.590
C24 7.716 -0.306 1.659
C25 8.026 0.486 0.563
C26 7.513 1.772 0.471
C27 6.694 2.267 1.476
C28 6.383 1.473 2.571
C29 6.894 0.187 2.662
H41 8.114 -1.310 1.730
H42 8.665 0.101 -0.220
H43 7.750 2.389 -0.387
H44 6.285 3.265 1.399
H45 5.739 1.858 3.351
H46 6.650 -0.433 3.515
C30 -7.476 1.819 -2.832
C31 -7.825 0.485 -2.683
C32 -8.915 0.138 -1.898
C33 -9.655 1.125 -1.263
C34 -9.304 2.459 -1.412
C35 -8.214 2.807 -2.196
H47 -6.623 2.090 -3.443
H48 -7.247 -0.285 -3.177
H49 -9.187 -0.903 -1.779
H50 -10.505 0.855 -0.651
H51 -9.882 3.229 -0.917
H52 -7.938 3.847 -2.311
C36 2.791 7.403 -4.296
C37 2.135 7.325 -5.517
C38 1.889 8.478 -6.248
C39 2.301 9.709 -5.760
C40 2.958 9.788 -4.540
C41 3.200 8.636 -3.806
H53 2.980 6.500 -3.729
H54 1.818 6.363 -5.900
H55 1.377 8.416 -7.199
H56 2.111 10.609 -6.331
H57 3.279 10.748 -4.160
H58 3.710 8.700 -2.854
C42 5.128 -6.035 -7.842
C43 4.292 -7.107 -7.566
C44 3.024 -6.883 -7.050
C45 2.592 -5.587 -6.809
C46 3.429 -4.515 -7.086
C47 4.697 -4.739 -7.602
H59 6.118 -6.210 -8.245
H60 4.629 -8.119 -7.754
H61 2.373 -7.720 -6.833
H62 1.604 -5.412 -6.405
H63 3.091 -3.504 -6.899
H64 5.349 -3.903 -7.816
C48 -1.319 -7.028 4.024
C49 -1.715 -7.708 5.166
C50 -1.279 -7.281 6.413
C51 -0.448 -6.175 6.516
C52 -0.052 -5.496 5.373
C53 -0.488 -5.923 4.126
H65 -1.651 -7.361 3.048
H66 -2.363 -8.571 5.086
H67 -1.584 -7.816 7.303
H68 -0.107 -5.843 7.488
H69 0.600 -4.636 5.453
H70 -0.176 -5.399 3.231
C54 -0.601 -2.093 3.659
C55 -0.115 -2.006 2.363
C56 -0.020 -0.774 1.736
C57 -0.397 0.375 2.414
C58 -0.881 0.293 3.710
C59 -0.991 -0.942 4.332
H71 -0.678 -3.056 4.145
H72 0.197 -2.900 1.837
H73 0.357 -0.711 0.723
H74 -0.310 1.338 1.931
H75 -1.171 1.195 4.235
H76 -1.371 -1.008 5.343
C60 0.433 3.899 3.390
C61 1.001 4.643 4.414
C62 0.407 5.830 4.818
C63 -0.753 6.272 4.199
C64 -1.322 5.527 3.176
C65 -0.728 4.340 2.771
H77 0.898 2.973 3.074
H78 1.905 4.296 4.897
H79 0.850 6.412 5.617
H80 -1.216 7.198 4.515
H81 -2.228 5.871 2.694
H82 -1.171 3.761 1.971
C66 -3.719 -9.590 11.501
C67 -4.569 -10.351 10.712
C68 -4.836 -9.965 9.406
C69 -4.252 -8.818 8.889
C70 -3.402 -8.057 9.678
C71 -3.134 -8.442 10.984
H83 -3.511 -9.891 12.519
H84 -5.024 -11.246 11.115
H85 -5.501 -10.558 8.792
H86 -4.460 -8.514 7.871
H87 -2.948 -7.161 9.274
H88 -2.471 -7.848 11.599


Record 2
Density functional theory data (the ωB97M-V functional and the def2-TZVPD basis) for a structure of composition C71H90N5O3S2Ti.

Computed properties:
**Total charge**: +1
**LUMO energy**: -2.137 eV
**Orbital gap**: 0.2812 Ha

Cartesian coordinates (Å):
Ti1 0.407 -1.481 -0.032
C1 3.592 -0.862 -7.359
C2 3.867 -0.105 -6.052
C3 3.602 1.398 -6.259
C4 5.341 -0.277 -5.683
C5 2.933 -0.605 -4.948
C6 3.378 -1.139 -3.751
C7 2.501 -1.448 -2.719
C8 3.145 -1.973 -1.448
N1 2.291 -2.934 -0.715
C9 1.823 -3.994 -1.613
C10 0.590 -4.659 -1.015
N2 -0.138 -3.777 -0.061
C11 0.010 -4.242 1.357
C12 0.554 -3.196 2.354
N3 1.492 -2.192 1.783
C13 2.872 -2.705 1.638
C14 3.007 -3.557 0.405
C15 1.562 -1.003 2.694
C16 2.500 0.085 2.215
C17 3.399 0.653 3.099
C18 4.110 1.794 2.751
C19 3.871 2.311 1.482
C20 2.999 1.767 0.536
C21 2.312 0.608 0.931
O1 1.449 -0.089 0.137
C22 2.862 2.574 -0.783
C23 4.263 2.823 -1.371
C24 2.198 3.923 -0.461
C25 2.030 1.902 -1.874
C26 5.047 2.528 3.714
C27 5.233 1.760 5.022
C28 6.425 2.724 3.066
C29 4.440 3.907 4.036
C30 -1.570 -3.782 -0.526
C31 -2.603 -3.204 0.400
C32 -3.809 -3.874 0.493
C33 -4.850 -3.377 1.269
C34 -4.574 -2.231 1.990
C35 -3.353 -1.549 1.988
C36 -2.360 -2.022 1.110
O2 -1.134 -1.434 0.890
C37 -3.286 -0.346 2.950
C38 -1.858 0.023 3.337
C39 -4.032 -0.654 4.261
C40 -3.951 0.870 2.278
C41 -6.186 -4.114 1.360
C42 -7.246 -3.277 2.075
C43 -6.699 -4.442 -0.054
C44 -5.974 -5.423 2.134
C45 1.120 -1.259 -2.875
O3 0.282 -1.497 -1.812
C46 0.627 -0.871 -4.131
C47 1.556 -0.516 -5.105
C48 -0.863 -0.713 -4.484
C49 -1.103 -0.955 -5.985
C50 -1.273 0.729 -4.146
C51 -1.779 -1.701 -3.742
H1 4.265 -0.510 -8.146
H2 2.565 -0.711 -7.701
H3 3.752 -1.936 -7.224
H4 4.283 1.803 -7.015
H5 3.760 1.946 -5.324
H6 2.576 1.585 -6.592
H7 5.964 0.137 -6.480
H8 5.609 -1.331 -5.562
H9 5.584 0.257 -4.759
H10 4.437 -1.303 -3.580
H11 3.394 -1.149 -0.778
H12 4.084 -2.454 -1.729
H13 2.611 -4.730 -1.791
H14 1.573 -3.561 -2.569
H15 0.834 -5.598 -0.521
H16 -0.070 -4.916 -1.839
H17 0.644 -5.120 1.382
H18 -0.962 -4.547 1.736
H19 1.034 -3.733 3.175
H20 -0.284 -2.649 2.769
H21 3.160 -3.263 2.531
H22 3.534 -1.851 1.554
H23 2.583 -4.545 0.585
H24 4.061 -3.702 0.160
H25 1.863 -1.333 3.691
H26 0.562 -0.573 2.753
H27 3.519 0.200 4.081
H28 4.386 3.227 1.211
H29 4.829 3.571 -0.810
H30 4.171 3.189 -2.399
H31 4.848 1.898 -1.387
H32 2.708 4.445 0.355
H33 1.156 3.776 -0.171
H34 2.219 4.566 -1.347
H35 2.545 1.027 -2.268
H36 1.892 2.606 -2.703
H37 1.047 1.601 -1.519
H38 5.670 0.772 4.845
H39 4.286 1.637 5.556
H40 5.911 2.314 5.676
H41 6.885 1.761 2.823
H42 7.088 3.255 3.757
H43 6.365 3.314 2.147
H44 3.440 3.800 4.467
H45 4.356 4.524 3.137
H46 5.071 4.439 4.757
H47 -1.870 -4.810 -0.728
H48 -1.572 -3.248 -1.476
H49 -3.931 -4.791 -0.076
H50 -5.359 -1.828 2.615
H51 -1.406 -0.769 3.950
H52 -1.873 0.938 3.936
H53 -1.253 0.216 2.462
H54 -3.782 -1.652 4.633
H55 -5.119 -0.585 4.159
H56 -3.735 0.075 5.018
H57 -3.376 1.190 1.407
H58 -3.998 1.709 2.982
H59 -4.967 0.631 1.950
H60 -7.412 -2.325 1.560
H61 -6.968 -3.070 3.112
H62 -8.194 -3.821 2.091
H63 -6.731 -3.540 -0.674
H64 -7.708 -4.861 0.002
H65 -6.066 -5.179 -0.555
H66 -5.659 -5.222 3.163
H67 -5.207 -6.040 1.657
H68 -6.902 -6.002 2.165
H69 1.177 -0.146 -6.049
H70 -0.724 -0.142 -6.607
H71 -2.178 -1.017 -6.165
H72 -0.647 -1.892 -6.315
H73 -0.697 1.436 -4.752
H74 -1.081 0.953 -3.095
H75 -2.338 0.885 -4.351
H76 -1.454 -2.734 -3.913
H77 -2.799 -1.603 -4.122
H78 -1.803 -1.509 -2.677
S1 -4.770 -1.077 -1.564
C52 -6.129 -1.245 -2.587
C53 -6.371 -0.107 -3.290
C54 -5.434 0.924 -2.995
C55 -4.494 0.548 -2.079
C56 -3.424 1.349 -1.461
C57 -2.318 0.715 -0.878
N4 -1.398 1.288 -0.140
C58 -1.535 2.616 0.118
C59 -2.512 3.380 -0.557
C60 -2.609 4.797 -0.326
C61 -1.901 5.385 0.651
C62 -1.031 4.612 1.491
C63 -0.480 5.150 2.659
C64 0.289 4.369 3.485
C65 0.582 3.070 3.013
N5 0.083 2.533 1.924
C66 -0.778 3.261 1.186
C67 0.756 4.828 4.805
C68 0.513 6.021 5.424
C69 1.083 6.115 6.725
C70 1.747 4.985 7.081
S2 1.686 3.805 5.846
C71 -3.458 2.716 -1.358
H79 -6.683 -2.173 -2.609
H80 -7.186 0.001 -3.995
H81 -5.450 1.899 -3.468
H82 -2.217 -0.359 -1.012
H83 -3.297 5.373 -0.936
H84 -2.001 6.450 0.842
H85 -0.695 6.183 2.915
H86 1.262 2.444 3.589
H87 -0.062 6.820 4.967
H88 0.995 6.986 7.365
H89 2.266 4.772 8.007
H90 -4.251 3.287 -1.832